Density functional theory data (the ωB97M-V functional and the def2-TZVPD basis) for a molecular structure, C29H22Cl2F9N5O6PbS.

Structure (XYZ):
```
75
C29H22Cl2F9N5O6PbS | OMol25 | the ωB97M-V functional and the def2-TZVPD basis
N 0.316 -2.524 -1.278
C 2.897 3.990 0.147
C 2.762 3.159 -3.538
C -2.748 -0.190 4.948
H 0.822 2.903 -4.436
F -3.824 -0.194 0.941
C -1.351 -0.497 4.398
H 4.707 3.143 -2.615
H -3.575 1.795 4.383
C -0.399 0.659 4.723
C 0.968 0.381 4.128
C 3.124 2.650 0.409
F -4.114 -4.207 1.675
C 3.969 1.172 -3.109
F -4.033 -2.839 -2.154
H 2.655 4.235 -3.501
C 2.927 0.426 -3.653
F -3.595 -4.559 -0.935
H -2.192 1.394 2.017
Pb -0.359 -1.815 1.011
C -0.512 -2.258 -2.350
H 2.411 -2.099 -4.932
C -0.950 1.784 3.838
O -2.246 -2.547 0.098
H 4.020 2.319 0.916
C 1.760 1.020 -4.146
H -2.704 0.189 5.968
O 1.705 -0.520 4.375
H 2.524 -2.989 0.089
H 3.619 4.732 0.462
C 0.224 2.213 2.996
N 3.370 -0.861 -3.553
S -0.213 0.866 -1.108
C 0.237 -2.139 -3.469
C 1.707 2.392 -4.080
C -3.583 -2.435 0.155
O -1.505 -0.304 2.985
C 1.000 2.066 -0.645
C 1.750 4.382 -0.521
H -0.951 -1.487 4.601
F -3.353 -2.384 2.529
F -5.512 -3.582 -0.758
C -4.131 -2.875 1.551
N 4.598 -0.884 -2.975
C -4.040 -0.970 -0.137
C -4.200 -3.373 -0.932
H -1.355 2.653 4.353
O -0.619 0.237 0.335
F -5.381 -2.457 1.789
C 2.722 -2.100 -3.888
C -3.261 0.858 3.925
C 1.548 -2.567 -1.741
C 3.897 2.568 -3.042
O 1.278 1.331 3.185
C 0.822 3.429 -0.903
H -1.575 -2.170 -2.219
H 1.557 5.423 -0.736
H -0.306 0.879 5.786
O 0.321 3.151 2.279
N 1.549 -2.339 -3.077
F -3.341 -0.453 -1.145
H 3.566 -2.189 -1.102
H -0.025 -1.941 -4.494
H -4.089 0.462 3.343
H 0.935 0.444 -4.538
N 4.967 0.306 -2.712
Cl 2.567 0.046 0.292
H -3.366 -1.085 4.942
H 3.148 -3.894 -1.288
C 2.769 -2.920 -0.969
C -2.034 1.033 3.028
F -5.339 -0.870 -0.445
C 2.189 1.718 0.000
Cl -0.592 3.988 -1.743
H 3.465 -2.881 -3.735
```

The LUMO energy comes out at 0.014 hartree. The value obtained for the energy above the lowest of the compared OMol25 structures with the same formula, charge and spin is 0.0 kcal per mole.